The following is a quantum chemistry calculation of a structure of composition C8H15NS2 at a distorted geometry, from OMol25.

Positions of all 26 atoms, in Å:
1 C -0.19 1.88 -4.22
2 C -0.43 1.16 -2.84
3 C -0.91 1.79 -1.82
4 C -0.96 1.20 -0.50
5 C 1.12 -1.47 1.76
6 C 2.05 -2.45 1.06
7 C 1.34 -3.47 0.20
8 C 1.31 -3.13 -1.22
9 H -0.06 2.99 -4.07
10 H 0.73 1.54 -4.81
11 H -1.24 1.55 -4.83
12 H 0.01 0.09 -2.56
13 H -1.33 2.86 -1.87
14 H -0.63 0.17 -0.66
15 H -0.44 1.81 0.15
16 H -2.33 2.57 0.80
17 H 1.35 1.79 2.39
18 H 0.28 -1.82 2.32
19 H 2.87 -2.04 0.36
20 H 2.54 -3.00 1.83
21 H 0.88 -4.61 0.65
22 H 1.11 -3.94 -1.98
23 H 1.48 -1.77 -1.68
24 N 1.40 -0.23 1.68
25 S -2.73 1.18 0.19
26 S 0.54 0.71 2.79

energy above the lowest of the compared OMol25 structures with the same formula, charge and spin = 457.9 kJ/mol
multiplicity = 1
maximum force = 5.1 eV Å⁻¹